One molecule with the formula C5H5NO2 in a non-equilibrium geometry. Source: the Open Molecules 2025 dataset; level of theory: ωB97M-V/def2-TZVPD.

Structure (XYZ):
```
13
Properties=species:S:1:pos:R:3:forces:R:3:mulliken_charge:R:1
C -0.874 1.161 -1.387 0.9 -0.7 2.3 -0.31
C 0.398 0.827 -1.700 -2.1 -1.2 -0.3 -0.60
C -1.102 0.476 0.308 -2.9 3.7 -5.2 0.45
C 0.977 -0.079 -0.657 0.2 1.5 1.8 0.66
C 0.275 -1.034 1.562 -0.5 -2.7 1.8 -0.86
N -0.037 -0.183 0.452 4.5 -2.5 -0.1 0.09
O -2.087 0.667 0.929 -0.9 -0.1 1.2 -0.53
O 2.102 -0.470 -0.477 -1.3 -0.2 -0.7 -0.51
H -1.622 1.775 -1.948 0.8 -0.7 0.6 0.34
H 0.818 0.822 -2.697 0.4 0.5 0.2 0.38
H 0.614 -0.549 2.515 -0.6 0.1 -1.0 0.29
H 1.165 -1.602 1.210 -0.8 0.0 0.5 0.34
H -0.627 -1.812 1.889 2.2 2.2 -1.2 0.27
```
Positions in Å, forces in eV/Å.

Total energy ... -398.70646 hartree
SMILES ... CN1C(=O)C=CC1=O
Lowest unoccupied orbital energy ... -0.0115 Eh
Multiplicity ... 1
Net charge ... 0